{"formula": "C15H48AsF6N6O9", "method": "the ωB97M-V functional and the def2-TZVPD basis", "symbols": ["As", "F", "F", "F", "F", "F", "F", "C", "O", "H", "H", "H", "H", "C", "O", "H", "H", "H", "H", "C", "O", "H", "H", "H", "H", "C", "O", "N", "N", "H", "H", "H", "H", "C", "O", "N", "N", "H", "H", "H", "H", "C", "O", "N", "N", "H", "H", "H", "H", "C", "C", "C", "O", "H", "H", "H", "H", "H", "H", "H", "H", "C", "C", "C", "O", "H", "H", "H", "H", "H", "H", "H", "H", "C", "C", "C", "O", "H", "H", "H", "H", "H", "H", "H", "H"], "xyz": [[-0.10196, -0.74937, 0.07746], [1.39725, -1.73935, 0.45866], [-0.72091, -1.13769, 1.74873], [-1.54267, 0.22755, -0.29350], [0.57137, -0.44829, -1.53290], [-0.83566, -2.21649, -0.59943], [0.72016, 0.67407, 0.91934], [-2.96564, 1.03521, 2.69798], [-1.56748, 1.01715, 2.72088], [-3.33178, 1.10403, 1.67362], [-3.32316, 0.07016, 3.05708], [-3.27212, 1.88419, 3.30903], [-1.14046, 0.16553, 2.60266], [4.13904, 0.15137, -0.57146], [4.38855, 0.13063, -2.00712], [3.07426, 0.27645, -0.37472], [4.47865, -0.80167, -0.16590], [4.73899, 0.88151, -0.02827], [4.04695, 0.99524, -2.24660], [0.79988, -4.53164, -2.20039], [1.81650, -4.90712, -3.16230], [0.24132, -5.40269, -1.85776], [1.19987, -4.09722, -1.28421], [0.05872, -3.89782, -2.68727], [2.03167, -4.12464, -3.67516], [-4.29380, -2.08141, -3.10327], [-5.12588, -2.74613, -3.68394], [-3.38301, -1.26514, -3.70516], [-4.15680, -1.95602, -1.80338], [-3.35178, -1.20943, -4.71314], [-2.62236, -0.96960, -3.11002], [-3.24855, -1.72768, -1.42517], [-4.77151, -2.53075, -1.24489], [-0.28684, 4.11761, 2.04354], [0.24431, 5.05309, 1.52972], [-1.50542, 4.22364, 2.53179], [0.27740, 3.03976, 2.38864], [-1.89315, 3.37280, 2.91369], [-2.12997, 4.90878, 2.13103], [1.19973, 2.90198, 2.00079], [-0.34011, 2.26755, 2.59471], [-1.69371, 3.66927, -1.94653], [-2.48724, 3.81139, -2.82388], [-1.52521, 2.64281, -1.27042], [-0.86189, 4.60671, -1.70187], [-2.19326, 1.88959, -1.19001], [-0.86845, 2.69116, -0.50463], [-0.39257, 4.65653, -0.80893], [-0.92323, 5.44030, -2.26886], [1.85557, 1.65307, -3.78073], [2.91222, 2.60624, -4.37787], [2.21232, 3.81500, -5.09004], [3.60482, 3.08888, -3.22790], [2.12850, 0.73363, -3.26280], [1.18263, 1.31161, -4.56727], [1.21087, 2.29654, -3.18205], [3.58106, 2.10298, -5.07606], [1.64758, 4.41399, -4.37563], [1.45426, 3.54101, -5.82378], [2.97188, 4.32640, -5.68136], [3.29273, 3.98573, -3.08696], [2.87865, 0.75659, 3.24661], [3.80591, -0.16388, 3.96845], [4.06756, 0.30533, 5.33389], [3.02646, -1.32393, 4.03917], [3.04503, 1.75562, 3.64953], [1.82479, 0.61285, 3.48497], [2.92653, 0.87674, 2.16431], [4.70353, -0.21188, 3.35196], [4.31074, -0.53406, 5.98533], [3.13203, 0.69566, 5.73456], [4.82579, 1.06519, 5.52317], [3.07292, -1.58439, 4.96199], [-3.97982, -4.29271, 0.83342], [-2.86094, -4.25205, 1.84414], [-3.07896, -5.25811, 2.90918], [-1.74495, -4.57080, 1.13008], [-4.38870, -5.30012, 0.75570], [-3.74829, -4.05305, -0.20440], [-4.76379, -3.63273, 1.20481], [-2.73068, -3.29359, 2.34663], [-2.15158, -5.44401, 3.45094], [-3.24816, -6.23151, 2.44878], [-3.87559, -5.10654, 3.63754], [-1.67098, -4.05560, 0.32343]], "forces_ev_per_angstrom": [[2.83, -0.60, 1.04], [-2.07, 1.32, -0.43], [0.24, -0.37, -1.80], [1.01, -1.26, 0.57], [-0.63, 0.34, 1.42], [-0.26, 0.94, 0.62], [-1.15, -1.54, -1.70], [0.31, -1.01, -0.36], [0.51, 1.40, 0.69], [-0.14, 0.40, -0.12], [-0.45, 0.20, 0.47], [-0.46, -0.25, -0.01], [-0.37, -0.44, -0.30], [0.38, -0.90, -0.52], [-0.16, 0.42, 1.49], [0.06, 0.01, 0.13], [-0.31, -0.18, -0.16], [-0.04, 0.50, -0.27], [0.10, 0.25, -0.68], [-0.01, -0.27, -0.39], [-0.55, -0.13, 0.67], [0.28, -0.40, -0.35], [0.20, 0.43, -0.27], [0.09, 0.34, 0.24], [0.02, 0.07, 0.13], [0.42, 0.62, -2.34], [-0.59, -0.25, -0.19], [0.41, 0.11, -0.89], [-0.53, -0.71, 3.57], [0.28, -0.10, 0.41], [0.07, 0.36, -0.80], [-0.27, 0.00, 0.25], [0.33, 0.08, 0.02], [-0.90, 2.45, 0.70], [1.86, 2.90, -2.74], [-3.96, 0.08, 0.99], [3.19, -4.27, 0.62], [-0.37, 0.41, -0.13], [0.18, -0.21, 0.14], [-0.20, -0.39, 0.20], [0.48, -0.64, -0.04], [-1.74, 2.29, -3.10], [-3.35, -0.06, -3.21], [0.72, -6.78, 5.14], [4.25, 4.91, 1.38], [0.15, 0.42, -0.42], [-0.03, -0.46, -0.08], [0.21, 0.37, -0.10], [-0.07, -0.23, 0.36], [-0.94, 0.36, -1.36], [-1.97, -0.10, 0.66], [0.43, -1.22, -0.31], [0.96, 0.28, -0.34], [0.60, 0.45, 0.21], [-0.05, -0.10, -0.34], [0.05, -0.25, 0.51], [0.27, 0.06, 0.19], [0.42, 0.31, 0.17], [0.03, -0.55, 0.01], [-0.04, 0.61, 0.42], [0.12, 0.05, 0.24], [-0.68, 2.82, -0.29], [-0.95, 0.64, -1.81], [0.02, 0.47, 2.04], [0.50, -1.80, 0.45], [0.22, 0.50, -0.21], [0.10, -0.60, 0.12], [0.34, -0.60, 0.00], [0.35, -0.83, 0.15], [0.35, -0.19, 0.07], [-0.13, 0.15, 0.11], [0.07, 0.02, -0.52], [-0.16, -0.61, -0.09], [-1.71, 0.32, 0.40], [-1.08, 0.77, -0.68], [0.63, -1.88, 0.73], [2.78, -1.25, -0.27], [-0.05, -0.10, 0.22], [0.48, 0.46, 0.27], [-0.48, 0.01, -0.34], [-0.21, 0.57, -0.23], [0.11, 0.42, 0.26], [-0.29, -0.12, -0.18], [-0.05, 0.48, -0.25], [0.00, 0.29, 0.14]], "mulliken_charge": [2.141, -0.554, -0.732, -0.369, -0.455, -0.505, -0.327, -0.879, -0.437, 0.267, 0.318, 0.324, 0.264, -0.329, -0.540, -0.040, 0.274, 0.334, 0.195, -0.445, -0.569, 0.267, 0.228, 0.198, 0.309, 0.562, -0.680, -0.329, -0.380, 0.193, 0.193, 0.231, 0.221, 0.507, -0.711, -0.366, -0.129, 0.171, 0.232, 0.091, 0.290, 0.699, -0.773, 0.133, -0.247, 0.060, -0.210, 0.097, 0.212, -1.152, 0.521, -1.444, -0.549, 0.416, 0.364, 0.162, 0.276, 0.401, 0.374, 0.344, 0.324, -0.923, 0.904, -1.708, -0.478, 0.446, 0.271, -0.155, 0.180, 0.431, 0.452, 0.337, 0.250, -1.273, 1.207, -1.671, -0.567, 0.314, 0.316, 0.378, -0.037, 0.382, 0.370, 0.353, 0.174], "fmax_ev_per_a": 8.543, "energy_ha": -4441.1781, "homo_lumo_gap_ev": 9.383, "charge": -1, "homo_ev": -7.13}